Entry 1:
54
Properties=species:S:1:pos:R:3:forces:R:3 method="wB97M-V/def2-TZVPD" lumo_ha=-0.1616 charge=+1 e_above_lowest_ev=1.2812 e_homo_ev=-9.844 gap_ev=5.45
Rh -0.313 0.585 -0.533 -2.017 0.764 0.014
C 0.581 -2.795 -0.010 0.011 -0.025 -0.109
C -0.505 -2.238 0.844 -0.061 2.751 -0.943
C -1.130 -3.064 1.742 -1.626 -0.240 1.863
C -2.132 -2.611 2.616 1.439 -0.445 -1.279
C -2.482 -1.265 2.564 -0.684 0.915 0.516
C -3.451 -0.640 3.407 -0.048 0.815 -0.218
Br -4.343 -1.658 4.711 -0.106 -0.155 0.148
C -3.770 0.723 3.315 -0.003 -1.813 0.607
C -3.135 1.503 2.388 1.990 -0.491 -2.048
Br -3.483 3.336 2.161 -0.091 -0.107 0.170
C -2.152 0.928 1.502 -1.825 0.493 1.775
O -1.568 1.655 0.623 1.237 0.491 -1.095
C -1.828 -0.445 1.611 0.127 0.036 -0.032
N -0.863 -0.905 0.733 -0.160 -2.479 0.964
H 0.747 -3.835 0.254 0.030 -0.020 -0.027
H 1.513 -2.250 0.139 -0.083 -0.159 0.020
H 0.305 -2.746 -1.063 0.047 -0.058 0.055
H -0.827 -4.096 1.793 0.047 -0.122 -0.046
H -2.590 -3.287 3.315 -0.143 -0.093 0.129
H -4.512 1.149 3.975 -0.020 -0.036 0.036
C 2.119 -1.705 -3.275 1.104 -0.001 0.673
C 3.346 -1.753 -2.580 -1.172 -0.253 -1.216
C 3.477 -1.050 -1.423 -0.909 1.303 1.314
C 2.383 -0.298 -0.907 -0.538 -2.107 -3.489
N 1.157 -0.330 -1.577 2.152 -0.348 0.678
C 1.074 -0.992 -2.731 -0.217 0.013 -0.166
C 2.436 0.452 0.280 -0.290 2.424 3.878
C 3.570 0.604 1.127 -0.786 -0.775 -1.933
C 3.496 1.356 2.258 -1.028 1.084 1.000
C 2.292 2.021 2.578 1.167 -0.647 -0.353
C 1.219 1.860 1.732 -0.290 0.127 0.284
N 1.266 1.084 0.660 2.155 -1.185 -0.313
H 1.990 -2.231 -4.203 -0.073 -0.078 -0.171
H 4.163 -2.333 -2.973 0.158 -0.083 -0.035
H 4.404 -1.064 -0.874 0.104 0.017 0.018
H 0.121 -0.977 -3.240 -0.081 0.113 0.144
H 4.493 0.130 0.840 0.171 -0.076 0.083
H 4.351 1.466 2.906 0.107 -0.042 0.025
H 2.204 2.628 3.461 0.000 0.139 0.121
H 0.276 2.358 1.930 -0.066 -0.138 -0.118
F -1.586 0.608 -3.108 0.281 -0.197 -0.401
C -1.954 0.405 -1.806 0.029 -0.524 0.539
F -2.879 1.368 -1.556 0.031 -0.139 -0.034
C -2.711 -0.942 -1.780 -0.172 0.177 0.120
F -1.851 -1.966 -1.907 0.369 -0.209 -0.196
F -3.595 -1.043 -2.760 -0.188 0.055 -0.254
F -3.355 -1.118 -0.623 -0.080 0.145 0.038
Cl 2.156 4.935 -2.106 -0.505 -0.187 -0.302
C 0.744 4.216 -2.970 0.669 1.542 -0.927
Cl -0.593 5.387 -3.077 0.432 -0.460 0.060
Cl 1.251 3.661 -4.594 -0.209 0.162 0.464
C 0.347 3.077 -2.215 -0.585 -2.437 1.731
N 0.125 2.144 -1.576 0.198 2.561 -1.764



Entry 2:
19
Properties=species:S:1:pos:R:3:forces:R:3 method="wB97M-V/def2-TZVPD" lumo_ha=0.0065 e_above_lowest_ev=7.5167 e_homo_ev=-7.369 gap_ev=7.55
C 0.737 -1.761 -1.629 0.482 -1.778 2.083
C -0.340 -0.276 0.044 1.442 -1.550 2.317
C -0.489 1.912 1.128 7.022 -1.066 -2.823
H 0.302 -2.781 -1.187 0.044 2.430 -1.159
H 1.809 -1.919 -1.210 -1.507 1.353 -0.323
H 0.836 -1.779 -2.677 -0.064 -0.461 -1.318
H 0.650 0.769 -2.876 -1.058 -0.568 0.387
H -1.048 0.227 -2.996 1.404 0.102 0.302
H -1.476 1.268 -0.462 -1.018 0.388 -1.089
H -1.220 2.913 1.434 2.881 -3.181 -0.704
H 1.888 1.040 0.415 -4.357 1.983 1.981
H 0.060 -2.014 2.950 -0.505 2.360 -2.263
H -0.641 -0.219 2.809 2.244 -3.488 -1.391
N -0.031 -0.524 -1.352 0.205 -0.270 0.600
N -0.232 0.489 -2.411 -0.174 -1.279 2.076
N -1.070 0.879 0.348 -0.307 0.917 1.353
N 1.132 1.839 1.009 -4.219 1.135 0.810
N 0.086 -1.134 0.962 -0.330 0.136 -1.543
N 0.028 -1.085 2.378 -2.185 2.837 0.703



Entry 3:
9
Properties=species:S:1:pos:R:3:forces:R:3 method="wB97M-V/def2-TZVPD" lumo_ha="-0.5512 / -0.5082" spin_multiplicity=5 charge=+3 e_homo_ev="-22.955 / -22.987" gap_ev="7.96 / 9.16"
O -1.757 1.626 -0.787 1.791 -0.937 1.075
C -1.074 0.926 -0.231 -2.655 1.069 -1.321
C -0.556 -0.268 0.518 0.179 0.769 0.967
O 0.554 -0.799 -0.082 2.306 -0.336 -0.687
Pm 2.794 0.074 -0.182 -1.580 1.233 -0.025
H -1.427 -0.948 0.576 0.055 0.286 0.010
H -0.350 0.138 1.529 -0.324 -0.261 -0.137
Li 0.293 -2.463 -0.942 -0.519 -0.682 -0.164
H 1.523 1.714 -0.398 0.748 -1.142 0.283



Entry 4:
70
Properties=species:S:1:pos:R:3:forces:R:3 method="wB97M-V/def2-TZVPD" lumo_ha=-0.2408 charge=+2 e_above_lowest_ev=0.0000 e_homo_ev=-12.964 gap_ev=6.41
Rh -0.023 -0.184 -0.713 -0.209 -0.492 -0.005
C 1.162 4.496 -2.347 0.113 0.021 0.062
C 2.171 4.112 -1.255 -0.168 -0.030 -0.082
C 1.423 3.790 0.026 0.076 -0.019 -0.119
C 1.196 4.846 0.900 -0.014 0.027 0.032
C 0.279 4.755 1.933 -0.045 0.004 -0.051
C -0.497 3.618 2.043 -0.063 0.036 0.012
C -0.282 2.520 1.217 0.130 -0.253 -0.010
C -1.289 1.384 1.344 0.258 0.285 0.162
C -1.446 0.749 2.724 -0.030 -0.123 -0.084
C 0.761 2.569 0.274 -0.180 0.144 0.291
N 1.129 1.384 -0.417 0.529 0.732 -0.168
C 2.368 1.144 -0.780 -0.150 0.087 0.017
C 2.609 0.026 -1.570 0.370 -0.465 -0.273
C 3.757 -0.515 -2.173 -0.042 0.141 0.120
C 3.352 -1.655 -2.844 -0.202 -0.085 -0.001
C 1.968 -1.796 -2.629 0.025 -0.299 -0.140
N 1.525 -0.787 -1.887 -0.731 1.064 0.833
H 1.682 4.856 -3.235 -0.037 -0.034 -0.023
H 0.491 5.282 -2.001 -0.007 -0.011 -0.008
H 0.563 3.627 -2.633 -0.023 0.021 -0.014
H 2.835 4.955 -1.066 0.040 -0.027 0.015
H 2.784 3.306 -1.645 0.088 0.067 0.060
H 1.725 5.777 0.738 0.008 -0.020 -0.015
H 0.122 5.589 2.604 0.002 0.001 -0.018
H -1.301 3.591 2.768 0.034 -0.021 0.012
H -1.081 0.563 0.616 -0.362 -0.172 0.147
H -2.251 1.781 1.015 -0.015 -0.116 -0.140
H -0.691 -0.013 2.910 0.048 0.061 0.037
H -2.424 0.279 2.819 0.011 -0.002 0.017
H -1.353 1.502 3.504 -0.030 0.005 -0.006
H 3.186 1.764 -0.434 -0.060 0.121 -0.088
H 4.748 -0.091 -2.130 -0.002 -0.044 -0.008
H 3.953 -2.323 -3.439 0.020 0.033 -0.003
H 1.323 -2.577 -3.002 -0.053 0.058 0.016
C -4.434 -3.148 -2.111 -0.003 0.066 -0.076
N -3.008 -3.084 -1.780 -0.088 0.040 -0.032
C -2.242 -4.324 -1.716 0.047 -0.034 0.095
C -2.386 -1.921 -1.539 0.100 -0.061 -0.089
N -1.147 -1.821 -1.162 -0.066 -0.489 0.005
N -3.141 -0.772 -1.716 -0.094 0.123 0.043
C -2.673 0.478 -2.080 -0.063 0.004 -0.014
N -3.618 1.287 -2.589 0.002 0.081 -0.016
N -1.445 0.842 -1.906 0.939 -0.506 0.095
H -4.743 -4.187 -2.123 0.026 -0.010 0.008
H -4.640 -2.728 -3.097 0.008 0.000 0.003
H -5.044 -2.650 -1.354 0.002 -0.028 0.016
H -2.843 -5.131 -2.121 -0.021 0.006 0.009
H -1.972 -4.581 -0.688 -0.001 0.024 0.001
H -1.339 -4.256 -2.326 -0.015 0.001 -0.021
H -0.661 -2.706 -1.178 -0.060 -0.031 -0.027
H -4.131 -0.910 -1.823 -0.005 0.018 -0.021
H -4.526 0.951 -2.863 0.020 -0.037 -0.023
H -3.376 2.214 -2.898 0.006 0.014 0.048
H -1.233 1.765 -2.262 0.082 -0.012 -0.024
N 1.847 -3.957 5.109 -0.255 -0.248 -0.557
C 2.144 -2.692 4.790 0.649 0.389 1.351
S 2.927 -1.731 5.883 -0.180 -0.079 -0.382
C 1.743 -2.171 3.465 -0.308 0.020 -0.789
C 1.074 -2.936 2.506 0.130 -0.068 0.229
C 0.714 -2.377 1.299 -0.070 -0.161 -0.178
N 0.970 -1.108 0.970 -0.234 0.255 -0.524
C 1.642 -0.372 1.871 0.109 0.048 -0.024
C 2.029 -0.860 3.098 0.157 -0.037 0.183
H 2.156 -4.313 5.999 -0.004 0.043 0.020
H 1.412 -4.598 4.469 0.022 -0.045 0.073
H 0.830 -3.974 2.679 -0.056 0.010 -0.091
H 0.202 -2.979 0.564 -0.008 0.003 0.079
H 1.877 0.645 1.608 -0.096 0.003 0.055
H 2.560 -0.221 3.790 -0.002 0.002 -0.006



Entry 5:
16
Properties=species:S:1:pos:R:3:forces:R:3 method="wB97M-V/def2-TZVPD" lumo_ha=0.0382 e_above_lowest_ev=0.0861 e_homo_ev=-7.698 smiles=Cc1ccc(C)[nH]1 gap_ev=8.74
C -2.515 -0.366 0.054 -0.187 -0.017 0.005
C -1.126 0.161 0.007 0.043 0.136 0.061
C -0.623 1.421 0.196 -0.213 -0.015 -0.086
C 0.795 1.338 0.097 0.189 0.033 0.024
C 1.129 0.027 -0.133 0.052 0.355 0.325
C 2.451 -0.676 -0.093 0.122 -0.079 -0.071
N -0.057 -0.671 -0.177 0.435 -0.404 -0.284
H -2.560 -1.294 0.635 -0.012 0.100 -0.066
H -3.151 0.365 0.553 -0.061 -0.056 -0.084
H -2.935 -0.569 -0.936 0.042 0.031 0.058
H -1.225 2.300 0.382 0.127 -0.056 0.027
H 1.489 2.158 0.222 -0.001 -0.118 0.024
H 2.479 -1.534 -0.771 -0.007 0.070 -0.010
H 3.277 -0.014 -0.365 -0.205 0.043 -0.082
H 2.688 -1.053 0.911 -0.203 0.047 -0.124
H -0.115 -1.591 -0.582 -0.119 -0.068 0.281



Entry 6:
40
Properties=species:S:1:pos:R:3:forces:R:3 method="wB97M-V/def2-TZVPD" lumo_ha=-0.0068 e_above_lowest_ev=1.7535 e_homo_ev=-8.615 smiles="CCCS(=O)(=O)Nc1ccc(-c2ccc3nnc(C)n3n2)cc1" gap_ev=8.43
C -6.045 -1.807 -1.919 0.095 0.154 0.216
H -5.234 -2.432 -2.284 0.060 -0.092 -0.093
H -6.917 -2.435 -1.758 -0.073 -0.068 -0.041
H -6.286 -1.073 -2.684 -0.042 0.036 -0.138
C -5.647 -1.116 -0.618 -0.150 -0.180 -0.068
C -4.428 -0.230 -0.789 -0.079 0.196 0.884
H -4.604 0.586 -1.482 0.064 0.125 -0.068
H -3.544 -0.792 -1.078 0.175 -0.031 -0.040
S -4.093 0.531 0.819 0.451 0.450 -0.488
O -3.840 -0.490 1.788 0.197 -0.167 -0.160
O -5.097 1.512 1.091 -0.076 0.199 -0.220
N -2.701 1.426 0.525 -0.945 -0.005 0.167
C -1.390 0.989 0.559 0.600 -0.594 -0.031
C -1.086 -0.369 0.618 -0.018 0.061 0.022
C 0.229 -0.788 0.636 0.248 0.204 -0.049
C 1.277 0.130 0.582 -0.473 0.199 0.000
C 0.965 1.488 0.503 -0.017 -0.207 0.056
C -0.344 1.914 0.497 -0.260 -0.030 -0.007
H -0.572 2.969 0.450 -0.004 0.135 -0.007
H 1.771 2.203 0.458 0.034 0.088 0.003
C 2.681 -0.287 0.600 0.718 0.082 -0.156
N 3.538 0.545 0.068 -0.838 0.457 -0.197
N 4.811 0.185 0.086 0.895 -1.022 0.443
C 5.905 0.841 -0.393 -0.222 0.240 -0.103
N 6.969 0.111 -0.169 0.313 0.770 -0.443
N 6.624 -1.017 0.448 -0.218 -1.090 0.591
C 5.322 -1.000 0.616 0.007 0.555 -0.282
C 4.400 -1.886 1.203 -0.460 0.045 0.005
C 3.087 -1.526 1.191 0.461 -0.256 0.066
H 2.344 -2.155 1.652 -0.048 -0.065 0.044
H 4.757 -2.802 1.643 0.001 -0.099 0.060
C 5.850 2.164 -1.049 -0.107 -0.033 0.044
H 5.145 2.141 -1.879 -0.014 0.088 -0.066
H 5.515 2.921 -0.340 -0.018 0.104 -0.028
H 6.840 2.422 -1.411 0.034 -0.002 -0.010
H 0.433 -1.847 0.668 0.018 -0.107 0.025
H -1.884 -1.088 0.690 0.028 -0.138 -0.006
H -2.852 2.421 0.568 -0.218 0.061 0.035
H -5.428 -1.859 0.150 -0.079 0.004 0.007
H -6.470 -0.498 -0.256 -0.039 -0.068 0.034



no.,calculated total energy (hartree)
1,-8355.5653
2,-448.5125
3,-843.1252
4,-1974.1364
5,-288.7789
6,-1404.2164